No. 1
{"formula": "C18H31N3O2S2", "method": "ωB97M-V/def2-TZVPD", "smiles": "CCCCCC[C@@H](C)NC(=S)Nc1cc(S(=O)(=O)N(C)C)ccc1C", "orbital_gap_ev": 8.7309, "energy_ev": -49405.6029, "relative_energy_kj_mol": 6.6, "lumo_energy_ev": 0.475, "species": ["S", "S", "O", "O", "N", "N", "N", "C", "C", "C", "C", "C", "C", "C", "C", "C", "C", "C", "C", "C", "C", "C", "C", "C", "C", "H", "H", "H", "H", "H", "H", "H", "H", "H", "H", "H", "H", "H", "H", "H", "H", "H", "H", "H", "H", "H", "H", "H", "H", "H", "H", "H", "H", "H", "H", "H"], "coordinates": [[-2.268, -3.254, 1.770], [0.007, 2.015, -2.017], [-0.092, 3.360, -2.494], [0.771, 1.755, -0.829], [0.667, 1.094, -3.242], [-1.460, -0.740, 1.824], [-3.151, -1.274, 0.325], [-3.009, -0.235, -0.585], [-1.643, 1.365, -1.750], [0.965, -0.271, -2.889], [-0.336, -1.014, 2.700], [-2.745, 1.885, -2.395], [-3.985, 1.314, -2.149], [3.796, -0.484, 0.119], [0.795, -0.036, 2.360], [-1.758, 0.307, -0.876], [-0.774, -0.921, 4.161], [-4.141, 0.267, -1.253], [-5.492, -0.322, -0.984], [2.166, -0.545, 2.798], [0.038, 1.285, -4.525], [3.288, 0.442, 2.475], [-2.256, -1.674, 1.290], [5.088, -1.193, 0.509], [3.488, 0.738, 0.986], [-2.627, 2.724, -3.060], [4.220, 0.052, 2.891], [0.596, 0.927, 2.836], [1.700, -0.670, -3.587], [5.010, -1.635, 1.499], [-3.875, -1.955, 0.136], [-0.022, -2.043, 2.491], [1.391, -0.261, -1.889], [0.724, 0.973, -5.312], [2.967, -1.192, 0.166], [3.078, 1.387, 2.981], [0.813, 0.132, 1.282], [-6.265, 0.250, -1.489], [2.366, -1.504, 2.317], [-5.543, -1.351, -1.343], [-0.169, 2.347, -4.627], [5.920, -0.493, 0.510], [-5.703, -0.327, 0.084], [0.063, -1.136, 4.818], [-1.562, -1.644, 4.356], [0.073, -0.911, -2.906], [5.312, -1.990, -0.199], [-1.626, 0.230, 1.598], [-0.859, -0.083, -0.429], [-1.147, 0.077, 4.383], [3.876, -0.146, -0.917], [2.162, -0.717, 3.877], [4.320, 1.442, 0.896], [2.604, 1.234, 0.583], [-4.857, 1.703, -2.654], [-0.896, 0.715, -4.618]]}

=====

No. 2
{"formula": "C31H28IN6O3PdS", "method": "ωB97M-V/def2-TZVPD", "orbital_gap_ev": [8.4877, 4.7248], "spin_multiplicity": 5, "charge": 3, "energy_ev": -70068.0914, "relative_energy_kj_mol": 180.5, "lumo_energy_ev": [-7.015, -11.136], "s_squared": 6.037, "species": ["I", "Pd", "S", "O", "O", "O", "N", "N", "N", "N", "N", "N", "C", "C", "C", "C", "C", "C", "C", "C", "C", "C", "C", "C", "C", "C", "C", "C", "C", "C", "C", "C", "C", "C", "C", "C", "C", "C", "C", "C", "C", "C", "C", "H", "H", "H", "H", "H", "H", "H", "H", "H", "H", "H", "H", "H", "H", "H", "H", "H", "H", "H", "H", "H", "H", "H", "H", "H", "H", "H", "H"], "coordinates": [[-8.695, 7.259, -2.028], [1.538, -1.381, 0.944], [-0.842, -2.109, -1.608], [2.670, -1.042, -2.651], [-1.994, -1.567, -0.845], [-0.440, -3.479, -1.384], [1.817, 0.831, 1.079], [0.654, -1.249, -1.477], [-4.643, 5.840, -2.180], [1.220, -3.504, 0.743], [2.953, -1.235, 2.626], [0.130, -1.522, 2.542], [-1.819, -1.583, -5.693], [-0.577, -0.212, 2.638], [0.244, -6.113, 1.105], [-6.736, 6.903, -2.591], [2.482, 3.530, 1.069], [1.376, -5.851, 0.394], [0.115, -3.760, 1.474], [-5.897, 6.044, -1.727], [2.774, 1.313, 0.210], [0.349, 1.049, 3.001], [0.730, -1.215, -5.167], [0.355, -1.337, -3.893], [1.867, -4.540, 0.254], [-6.172, 7.213, -3.879], [4.735, -0.060, 3.558], [-0.725, -2.606, 1.985], [-0.453, -1.292, -6.018], [2.332, -1.299, 3.810], [-4.060, 6.157, -3.288], [-0.398, -5.024, 1.634], [-4.917, 6.718, -4.245], [1.007, -1.996, 3.705], [4.149, -0.218, 4.855], [1.295, 1.623, 1.964], [2.910, -0.851, 4.961], [1.600, 3.019, 1.999], [3.108, 2.664, 0.208], [4.085, -0.544, 2.438], [-0.976, -1.678, -3.373], [-2.010, -1.738, -4.261], [1.521, -1.225, -2.579], [5.702, 0.423, 3.373], [-4.536, 6.996, -5.224], [-3.101, 5.684, -3.576], [-1.331, -2.094, 1.133], [-6.736, 7.768, -4.646], [-0.331, -1.047, -7.083], [-1.486, -2.911, 2.724], [-2.506, -2.211, -6.373], [1.750, -0.802, -5.405], [1.188, -3.062, 3.660], [2.303, -0.998, 5.863], [3.875, 2.998, -0.507], [-1.007, 0.018, 1.606], [0.913, 0.818, 3.899], [-3.058, -2.006, -3.964], [1.929, -6.646, -0.063], [2.654, 4.607, 1.091], [1.144, 3.574, 2.792], [-6.259, 5.505, -0.858], [4.418, -0.394, 1.432], [3.260, 0.649, -0.480], [2.739, -4.378, -0.357], [0.415, -1.871, 4.563], [4.642, 0.090, 5.756], [-1.371, -0.238, 3.428], [-1.311, -5.042, 2.199], [-0.195, -7.110, 1.313], [-0.364, 1.749, 3.393]]}